Below is a structure of composition C22H42NOP3STi at a distorted geometry, with properties calculated with ωB97M-V with the def2-TZVPD basis set.

## Properties
- maximum force (eV/Å) = 3.1
- energy relative to the best compared isomer or geometry (same formula, charge and spin) (kcal/mol) = 0.0
- ⟨S²⟩ = 0.7634
- charge = +3
- E_tot (a.u.) = -3264.207182
- HOMO energy (alpha / beta) (eV) = -15.926 / -15.965
- 2S+1 = 2
- Kohn-Sham gap (alpha / beta) (eV) = 6.0711 / 6.3123
- LUMO (alpha / beta) (hartree) = -0.3622 / -0.3547

The geometry in XYZ format:
```
71
Properties=species:S:1:pos:R:3:forces:R:3:lowdin_charge:R:1
Ti 1.308950 -0.356581 0.311998 1.6836 -0.7423 -0.8703 0.5361
S 1.332481 1.124789 2.300716 0.9859 -0.5481 -0.1932 0.6749
P 1.377737 1.800389 -1.155415 0.2504 1.0455 -1.2696 0.7905
P -1.839653 0.015866 -0.735161 -1.1587 -0.4239 -0.3700 0.8939
P 0.348617 -2.498047 1.164509 -0.6944 -1.4704 0.3719 0.7831
O 1.540882 -1.375790 -1.272733 -0.7863 1.4765 2.6011 -0.3064
N -0.772824 2.653988 2.563061 -0.6358 -0.6723 -0.3106 0.0748
C -2.639466 -0.480058 -2.272505 0.3695 -0.3247 -0.2962 -0.1685
C 0.808546 1.729059 -2.906326 -0.1218 -0.2835 0.1372 -0.2022
C -2.883260 2.078274 3.450622 0.0039 0.5642 -0.3867 -0.0075
C 4.740308 -2.036727 0.548163 0.6350 -0.6720 -0.0056 -0.0861
C 2.127535 -1.905333 -3.529108 -0.2766 0.1351 1.1060 -0.0160
C 3.028742 -1.810729 -4.570810 -0.3850 0.3279 -0.7760 -0.0521
C 4.258030 -1.178682 -4.404152 0.9187 -0.6593 0.3785 -0.0395
C -1.026902 0.549440 3.651326 -0.1761 0.3388 -0.3350 -0.0675
C 0.720315 3.419583 -0.589795 -0.0971 0.0881 0.1157 -0.2455
C 5.094016 -2.806770 -0.496171 0.3856 0.3047 0.8192 -0.0178
C -2.791287 -0.762820 0.567682 -0.0073 -0.3670 0.2689 -0.1976
C 1.915942 -3.299942 1.611068 0.0583 -0.0209 0.0356 -0.2401
C 4.644671 -0.806905 -3.115212 -0.3425 1.0840 0.1983 -0.0609
C 2.410591 -1.307321 -2.282879 1.5443 0.1327 -2.4659 -0.4122
C -0.266604 1.403921 2.851265 -0.5115 1.1488 0.2314 -0.6657
C -0.688804 -2.714070 2.662028 -0.0931 0.2472 0.2174 -0.2326
C -0.467552 -3.678720 0.012627 -0.0411 0.2217 -0.2298 -0.2063
C 3.135963 2.288281 -1.349967 0.3252 -0.1874 0.1500 -0.2249
C -2.236030 1.757229 -0.575634 0.3773 0.7385 0.0655 -0.1931
C 3.647300 -0.657081 -2.145476 0.0209 -0.9468 0.6190 -0.1138
C -2.348855 0.879248 3.932520 0.2012 0.1872 0.1127 0.0046
C -2.069919 2.989710 2.793203 0.2366 -0.4418 0.4599 -0.0101
H -1.524237 -1.996140 2.654126 0.3299 -0.4040 0.1386 0.0130
H -0.183476 3.299844 2.022337 -0.2629 -0.3811 0.5704 0.1300
H 5.130851 -1.020810 0.622807 -0.1018 -0.1511 0.0001 0.0601
H -1.379791 2.274407 -0.147776 -0.2077 0.0675 0.0035 -0.0071
H -3.928133 2.327635 3.578815 0.0575 0.0123 0.2227 0.1345
H 0.888412 0.705833 -3.290937 0.0731 0.1612 0.0349 0.0426
H -1.027427 -4.413812 0.604255 0.2019 0.1396 -0.1714 0.0662
H -0.076604 -2.560507 3.565238 -0.2644 -0.0381 -0.2813 0.0671
H -2.970840 0.222385 4.542337 0.1721 0.1059 -0.1868 0.1474
H 5.685860 -0.581900 -2.811504 -0.7460 0.3034 -0.6902 0.1356
H -0.560822 -0.359654 3.999127 -0.0940 0.0256 0.0455 0.1041
H 2.480320 -2.645383 2.282985 -0.1303 -0.2132 0.0585 0.0474
H -0.392542 -0.368603 -0.613827 -2.2687 0.5468 -0.6793 -0.0496
H -3.716790 -0.313659 -2.116635 0.2755 0.0346 -0.0071 0.0906
H -3.839506 -0.473056 0.392284 0.3027 -0.0612 0.0487 0.0939
H 5.793827 -2.425856 -1.245203 -0.5512 -0.0551 0.0800 0.0649
H 1.446960 2.376200 -3.522385 -0.2258 -0.0862 0.1792 0.0794
H 2.534151 -3.508197 0.731476 -0.2659 0.0707 0.1128 0.0466
H 3.623095 2.179669 -0.373942 0.1741 0.1846 -0.2044 0.0630
H 1.320168 4.210326 -1.058943 -0.2125 -0.1579 0.2060 0.0748
H -1.179556 -3.134626 -0.618271 0.1011 -0.2252 -0.0317 0.0229
H 0.821853 3.490125 0.499704 0.1863 0.1527 -0.3674 0.0112
H 4.296424 -2.451035 1.465443 0.1777 0.2636 -0.7085 0.0349
H -2.471783 2.193234 -1.555952 0.2348 -0.1454 0.1861 0.0867
H -2.486474 -1.552313 -2.475341 0.0193 0.4406 -0.1061 0.0779
H -2.728183 -1.857389 0.514902 -0.0010 0.2812 0.1198 0.0633
H 1.179806 -2.418736 -3.630933 0.0226 -0.1103 -0.1748 0.1176
H 3.880148 -0.157584 -1.196531 0.0821 -0.6078 -0.2755 0.0754
H -2.298877 0.155477 -3.108486 -0.0716 -0.4503 0.2762 0.0774
H 0.240908 -4.208831 -0.639041 -0.1090 0.3320 0.2142 0.0755
H -2.481477 -0.392386 1.553719 -0.0824 -0.1626 -0.2853 0.0303
H -2.385185 3.983463 2.467097 0.0583 -0.3539 0.1529 0.1599
H 4.873245 -3.871593 -0.580275 -0.1171 0.2615 0.1609 0.0759
H 4.979008 -1.069568 -5.217781 -0.3147 -0.3442 0.1957 0.1275
H -1.106551 -3.735085 2.680745 0.2820 0.4074 0.0411 0.0748
H -0.322559 3.572380 -0.880222 0.3082 0.0707 0.0076 0.0375
H -3.102645 1.946079 0.074420 0.2134 -0.4527 -0.1362 0.0836
H 3.183881 3.334096 -1.673400 -0.0825 -0.1730 0.1604 0.0716
H -0.233511 2.060267 -2.996233 0.2005 0.0029 0.0060 0.0429
H 1.685302 -4.235819 2.125322 0.0589 0.0202 0.0246 0.0836
H 2.731064 -2.212809 -5.545074 0.2589 0.1786 0.3579 0.1289
H 3.666537 1.677027 -2.092589 -0.3509 0.2292 0.3224 0.0447
```
Positions in Å, forces in eV/Å.

---

Below is a structure of composition C22H42NP3RuSSe at a distorted geometry, with properties calculated with ωB97M-V with the def2-TZVPD basis set.

## Properties
- maximum force (eV/Å) = 3.0
- energy relative to the best compared isomer or geometry (same formula, charge and spin) (kcal/mol) = 10.0
- ⟨S²⟩ = 6.0398
- charge = +4
- E_tot (a.u.) = -4835.241760
- HOMO energy (alpha / beta) (eV) = -17.647 / -20.342
- 2S+1 = 5
- Kohn-Sham gap (alpha / beta) (eV) = 4.7684 / 4.6374
- LUMO (alpha / beta) (hartree) = -0.4733 / -0.5771

The geometry in XYZ format:
```
71
Properties=species:S:1:pos:R:3:forces:R:3:lowdin_charge:R:1
Ru 0.193130 0.285444 0.879268 -2.3543 1.8290 -0.6073 0.1181
Se 1.896793 -1.165148 1.426883 1.3788 -1.2260 0.6228 0.8919
S -1.582230 1.959869 0.671053 1.4658 -0.5330 1.2239 0.7947
P 1.558621 1.490240 -0.458374 1.8274 1.4944 -1.1551 0.6716
P 0.533320 1.260968 2.922703 0.4756 0.5727 1.6882 0.6666
P -1.366280 -1.284777 1.360586 -1.6581 -2.0433 1.1721 0.6705
N -2.040628 3.463377 -1.469065 -0.5867 -0.8743 -0.2597 0.0774
C -3.069970 1.311765 -1.543844 0.7997 0.2600 0.4766 -0.0524
C -3.043286 -0.735154 1.839335 -0.0036 0.0168 -0.0687 -0.2267
C 3.568235 -4.921869 -0.910105 0.5759 -0.3974 1.0049 0.0512
C -2.488599 -0.736621 -4.348008 -0.2222 0.4285 0.1057 -0.0195
C -0.919956 1.188604 4.034746 -0.0711 -0.0704 -0.3863 -0.2153
C -0.957168 -2.496034 2.668340 0.0069 -0.0112 -0.1728 -0.2293
C 1.246667 3.277143 -0.676446 0.0270 0.1087 0.0940 -0.2240
C -2.244705 2.224141 -0.891934 -0.5001 0.6463 -1.5557 -0.6075
C 2.739967 -4.030255 -1.608232 0.6699 -1.2362 -0.6115 0.0898
C 3.244482 -3.656287 1.122921 -0.5301 1.2900 0.8255 0.0087
C -2.591676 3.814290 -2.672810 0.1996 -0.2146 1.0137 0.0391
C 3.347389 1.435250 -0.105228 -0.0071 -0.1256 -0.0817 -0.2372
C 2.165217 -2.933419 -0.946063 -0.4296 1.6444 2.1901 -0.0262
C 2.439623 -2.739260 0.412886 -1.1456 0.9538 -1.2151 -0.4681
C -3.640729 1.652268 -2.760323 -0.0063 0.0625 -0.3914 0.0114
C 1.871359 0.618841 4.019600 -0.0953 -0.2736 -0.5447 -0.2569
C 1.398730 0.822774 -2.143282 -0.2665 -0.2153 0.1172 -0.2101
C -1.619308 -2.315177 -0.118909 0.1761 0.2701 -0.2043 -0.2033
C -3.415327 2.914138 -3.318138 -0.0325 0.0609 -0.0703 0.0340
C -1.230521 -1.129124 -3.700856 0.6491 -0.3315 0.3750 -0.2020
C 0.960741 3.038928 2.852101 -0.1316 -0.1210 -0.3070 -0.2230
C 3.812011 -4.738585 0.460279 0.5692 -1.6467 -2.0165 0.0670
H 4.450214 -5.430873 1.012159 -0.1538 0.1110 -0.2062 0.1600
H 1.145183 3.400774 3.874008 -0.0748 -0.1580 -0.2391 0.0882
H 0.383383 1.009614 -2.517570 0.2728 -0.0849 0.0102 0.0379
H 3.888511 1.837037 -0.973078 -0.0538 -0.0206 0.2731 0.0806
H -0.645856 1.648783 4.994871 -0.0181 -0.0889 -0.2595 0.0888
H 1.895466 1.236348 4.927546 -0.1067 -0.0868 -0.2573 0.0845
H 1.023004 3.757006 0.283759 0.1301 -0.1054 -0.2938 0.0316
H 0.403723 3.433778 -1.360118 0.4102 -0.1323 0.0917 0.0295
H -2.339638 -3.111841 0.106066 0.1292 0.1552 0.0007 0.0892
H -3.488251 -0.113811 1.053171 0.0733 -0.1942 0.2283 0.0265
H 2.127102 1.302120 -2.809567 -0.1102 -0.0602 0.1588 0.0903
H 1.527217 -2.215956 -1.468100 0.2312 -0.4127 0.0324 0.0978
H 3.664507 0.399183 0.080032 0.0112 0.3781 -0.1257 0.0168
H -2.003853 -1.702963 -0.944709 0.0770 -0.2428 0.1287 0.0243
H -0.935698 -2.006633 3.649505 -0.0031 -0.1724 -0.1823 0.0566
H -1.471590 4.134361 -0.952776 -0.2942 -0.0171 -0.2170 0.1534
H 2.151263 3.734380 -1.101499 -0.2698 -0.0460 0.0255 0.0865
H -2.345281 4.815664 -3.021581 -0.1684 -0.2263 -0.0389 0.1651
H -3.388086 -1.305072 -4.133863 0.0378 0.1688 -0.2365 0.0692
H 3.577826 2.038800 0.781363 0.0046 -0.1122 -0.1770 0.0657
H -1.058572 -0.702464 -2.662274 -0.3097 -0.1856 -0.6613 0.0249
H -1.254814 -2.228290 -3.579312 0.3656 0.3713 0.0244 0.0847
H -0.663557 -2.762230 -0.420928 -0.2707 0.0034 0.0146 0.0376
H 2.542461 -4.178857 -2.668654 0.0744 -0.0605 0.1417 0.1583
H -1.725158 -3.282471 2.668635 0.1826 0.1861 0.1106 0.0825
H 0.137468 3.612477 2.409806 0.1786 -0.0782 0.1428 0.0417
H 4.029396 -5.757808 -1.434626 -0.1323 0.1722 0.1111 0.1525
H 2.847820 0.675520 3.522271 -0.1794 0.0533 0.1674 0.0458
H -1.214860 0.146714 4.214412 0.1001 0.2868 0.0318 0.0411
H -3.214418 0.342917 -1.074168 -0.1321 0.1649 -0.2652 0.0994
H -4.223380 0.906547 -3.294675 -0.1524 0.3116 0.1433 0.1285
H -2.499350 0.073536 -5.071054 -0.1643 -0.2584 0.0425 0.0673
H 1.580805 -0.259538 -2.126752 -0.0191 0.3072 -0.1906 0.0273
H -0.352000 -0.821926 -4.298925 -0.3478 -0.2723 0.2507 0.0844
H 3.430762 -3.489458 2.189307 0.0028 -0.1446 -0.3284 0.1453
H -3.668851 -1.623826 2.002309 0.1437 0.1842 -0.0064 0.0862
H -3.002626 -0.148877 2.765098 -0.0499 -0.1715 -0.2339 0.0475
H 1.871132 3.187445 2.257840 -0.1556 -0.0093 0.2137 0.0471
H -1.766731 1.737756 3.604729 0.1561 -0.0909 0.1382 0.0469
H 1.685143 -0.426273 4.297090 0.0212 0.2608 0.0217 0.0476
H -3.892871 3.204157 -4.247852 0.1300 -0.0401 0.0445 0.1487
H 0.027151 -2.942078 2.469017 -0.3465 0.0394 0.1091 0.0216
```
Positions in Å, forces in eV/Å.

---

Below is a cluster of 7 separate species, C22H43ClN3O12 in total at a distorted geometry, with properties calculated with ωB97M-V with the def2-TZVPD basis set.

## Properties
- maximum force (eV/Å) = 2.8
- energy relative to the best compared isomer or geometry (same formula, charge and spin) (kcal/mol) = 15.1
- charge = -1
- E_tot (a.u.) = -2391.305741
- HOMO energy (eV) = -7.002
- 2S+1 = 1
- Kohn-Sham gap (eV) = 9.1913
- LUMO (hartree) = 0.0805

The geometry in XYZ format:
```
81
Properties=species:S:1:pos:R:3:forces:R:3:lowdin_charge:R:1
Cl -1.313909 -0.345083 -0.156155 -0.3697 0.8327 -2.6637 0.6277
O -2.660328 -3.083533 -6.211898 1.0292 -0.6513 -1.0571 0.0124
O -5.973365 -3.313048 -0.780016 0.6050 0.2512 -0.0213 0.1011
O -2.621560 5.944531 2.078900 -0.9266 0.5854 0.1412 0.0200
O 0.026065 -0.713889 0.171202 0.9961 -0.1978 1.0616 -0.3740
O -5.692378 -1.457240 -1.953381 0.8930 0.7341 -0.5546 0.0104
O -2.018251 -1.542764 -0.565354 -0.3611 0.2380 0.5558 -0.3598
O -1.976061 0.351872 0.914497 -0.0818 -0.4823 0.9320 -0.3692
O -0.175268 -0.252049 5.739277 0.6017 0.2565 -0.6402 0.0082
O -0.482127 6.439587 1.831615 0.0712 -0.1087 0.0117 0.1126
O -4.633828 -4.026080 -6.037928 -0.4299 0.0804 0.2335 0.1077
O -1.262944 0.580381 -1.277492 -0.1075 -0.3460 0.1535 -0.3752
O 3.446527 -3.560165 -2.375147 -0.6399 0.1204 0.5267 -0.0030
N 2.599789 -2.366572 -0.681064 -0.7219 0.1939 0.2312 0.1722
N 5.192326 0.990192 0.408385 -0.3796 -0.4358 1.0497 -0.1541
N -0.710461 0.852885 3.859854 0.2337 0.5238 -1.1072 0.1642
C -1.651801 -2.451184 -5.412707 -0.9189 0.9451 0.0911 -0.1413
C -5.551160 0.112179 -0.263196 0.0533 0.9345 0.3470 -0.1439
C 1.088368 -3.734601 -2.103130 0.4503 0.7043 0.0673 0.0017
C -1.969108 -2.846646 -3.961549 -0.4207 -0.3511 -0.5870 -0.1309
C 7.077974 2.404314 1.217041 -0.5845 -0.1903 -0.3384 -0.0883
C -1.346786 5.609525 1.837560 0.3737 0.4783 -0.3260 -0.5032
C -3.718808 -3.468183 -5.505299 0.2829 -0.6181 0.8615 -0.5058
C 3.760887 0.750778 0.450425 -2.2500 -1.1385 0.0839 -0.2827
C -3.545319 4.842763 2.029128 1.6403 -0.7086 0.8417 -0.1171
C 2.461367 -3.223494 -1.708374 1.3137 -1.0944 -1.4775 -0.5809
C 5.901191 -0.259871 0.774051 0.3255 0.0289 -1.2488 -0.2537
C -0.017413 -0.095330 4.527243 -1.1795 -0.0650 1.5420 -0.5977
C -3.481586 -3.099081 -4.030641 -0.8382 0.5380 -0.7877 -0.0582
C -2.637449 3.629083 1.660082 -1.6347 -0.7292 -1.0320 -0.1547
C 5.569267 2.070735 1.298651 0.6955 1.0791 -0.1990 -0.2786
C -5.378474 -1.278349 0.368865 0.7560 1.0103 -0.8720 -0.0639
C 0.790332 -1.021914 3.701666 -0.2472 -1.5341 -0.8236 -0.0111
C -1.229692 4.133788 1.621485 0.5115 -0.1466 0.6230 -0.0800
C 5.643957 -0.838631 2.139369 -0.9651 -0.6146 0.2334 -0.0878
C -5.119156 -0.136570 -1.708343 0.4922 -0.4613 0.4672 -0.1278
C -5.628393 -2.156493 -0.804579 -1.9166 -1.4422 -0.1856 -0.5095
C 2.787368 1.920741 0.293801 1.1219 1.0559 -0.8715 -0.0775
H -1.584866 -2.118799 -3.253244 -0.3096 0.0151 0.1945 0.0991
H -0.743805 0.853728 2.850754 0.0644 -0.0878 -0.0305 0.0666
H 2.855516 2.636171 1.116753 0.0526 -0.1313 0.0866 0.0645
H 5.190128 1.982500 2.327891 0.3184 -0.4325 0.1421 0.1160
H 3.439468 -1.817091 -0.738185 0.1125 -0.0656 0.2030 0.0728
H 3.314165 0.204173 1.302176 0.9794 0.2511 0.8095 0.0970
H -4.312989 -1.376745 0.600046 -0.1757 -0.1925 0.5455 0.1135
H -2.990420 3.250185 0.697650 0.3825 -0.0605 -0.0606 0.1116
H -4.347767 5.086157 1.341881 0.0399 -0.1056 -0.1222 0.1184
H 1.575727 -0.585487 3.088466 0.1754 0.1658 0.3370 0.0713
H -4.123077 -2.215320 -3.929056 0.3627 0.2437 0.2990 0.1187
H 0.148840 -1.539863 2.974864 -0.2135 0.4916 -0.1058 0.0859
H 7.386924 2.372978 0.169210 -0.2134 0.1547 -0.0876 0.0761
H 6.164668 -1.788994 2.271282 0.5359 0.3415 0.1565 0.0778
H 1.178447 -3.824436 -3.183858 -0.3463 0.0075 -0.0347 0.0790
H 1.755679 -1.898480 -0.388649 -0.0315 0.2708 0.2943 0.0612
H -6.574599 0.489301 -0.204231 -0.1428 -0.3029 -0.1531 0.1114
H 6.967022 -0.121878 0.577233 0.0279 0.2996 0.3223 0.1019
H -4.948736 0.866175 0.247599 0.2021 -0.0799 -0.1709 0.1031
H 7.172229 3.434417 1.556883 0.4710 -0.1180 0.2552 0.0659
H 3.511922 -0.023344 -0.276249 0.2705 0.4944 -0.7618 0.0855
H 3.081557 2.469340 -0.609579 -0.1650 0.1603 0.0435 0.0789
H 4.604369 -1.173585 2.211075 -0.0712 0.2583 0.0105 0.0588
H -3.921721 4.666566 3.037198 -0.3135 0.3999 -0.0487 0.1168
H -2.747597 2.779111 2.332104 -0.1608 0.1823 0.1469 0.0985
H 5.657660 -1.012339 0.014272 -0.3290 0.0618 0.0580 0.1114
H -3.954572 -3.825089 -3.374979 0.4015 -0.1804 0.0929 0.1268
H -1.179451 1.613026 4.313897 -0.0876 -0.2428 0.4642 0.0983
H -1.872005 -1.411455 -5.686610 0.6664 0.2757 0.8624 0.1283
H 0.854853 -4.720778 -1.710230 0.0439 0.0775 0.2709 0.0864
H 7.766634 1.716832 1.706017 -0.1898 0.1280 0.4919 0.0600
H 5.098315 3.004978 0.976648 -0.2245 -0.2822 -0.3403 0.1035
H -5.372628 0.563430 -2.500357 -0.8039 -0.0784 0.1867 0.1233
H 1.097005 -1.873198 4.308152 0.5897 0.4519 0.2378 0.0844
H -0.675943 3.765620 2.491308 0.1471 -0.0220 -0.1351 0.1263
H -6.065079 -1.529080 1.166705 0.2272 -0.0583 0.2208 0.1276
H -1.521769 -3.822089 -3.763816 0.3157 0.1150 0.0883 0.1114
H 1.733142 1.679946 0.172709 0.1389 -0.6573 0.0789 0.0622
H -0.642215 3.875603 0.744270 -0.1024 0.1319 -0.0873 0.1346
H -4.027703 -0.192820 -1.776699 0.0103 -0.3074 0.1990 0.1047
H -0.636943 -2.680743 -5.729477 -0.1848 -0.3862 -0.2223 0.1201
H 0.349711 -2.984870 -1.816697 -0.3236 -0.3288 -0.0548 0.0610
H 5.790084 -0.136378 2.958057 0.3799 -0.1329 0.0560 0.0708
```
Positions in Å, forces in eV/Å.